Here is C25H26AuN4O2S2 as an isolated structure in a non-equilibrium geometry from OMol25. Energies are from ωB97M-V/def2-TZVPD.

XYZ file:
```
60
Properties=species:S:1:pos:R:3
Au -0.08510 0.25700 0.52000
O 4.43510 -0.35560 -0.55210
C 4.92340 -0.22600 0.68930
C 6.29510 -0.03380 0.85970
C 6.83510 0.10200 2.12190
C 6.01600 0.05640 3.24110
C 4.65660 -0.13180 3.08920
C 4.09200 -0.27600 1.82540
C 2.62830 -0.42850 1.66660
O 2.14470 -0.58850 0.50180
N 1.92360 -0.37100 2.78590
N 0.59960 -0.41850 2.55830
C -0.27420 -0.45020 3.46910
S -1.95330 -0.50120 2.95590
C -2.62120 -0.72150 4.64850
C -1.73810 0.10810 5.55000
S -0.01830 -0.43040 5.24670
H 3.44250 -0.45660 -0.43210
H 6.91960 0.01220 -0.01950
H 7.90090 0.24470 2.23070
H 6.44420 0.17600 4.22540
H 3.98560 -0.17150 3.93220
H -2.59070 -1.78250 4.91100
H -3.65200 -0.37500 4.64020
H -1.95730 -0.02720 6.60840
H -1.81770 1.16450 5.28190
C -0.50450 -2.94080 -1.17110
C -1.53660 -2.17020 -1.99220
C -2.82910 -2.05570 -1.23340
C -3.73050 -3.10450 -1.23440
C -4.89710 -3.04770 -0.49000
C -5.15730 -1.92110 0.26560
C -4.30430 -0.82670 0.25470
C -4.68700 0.37170 1.08400
C -5.88340 1.11950 0.49550
C -3.12320 -0.88990 -0.50380
N -2.20900 0.14740 -0.51400
C -2.50890 1.31660 -0.96880
C -1.61860 2.39890 -0.90610
C -1.76770 3.72780 -1.34390
C -0.59850 4.37840 -0.99470
C 0.21180 3.42490 -0.36820
N -0.39680 2.25020 -0.31610
H 0.42660 -3.03360 -1.72140
H -0.87160 -3.93540 -0.92970
H -0.29500 -2.40460 -0.24900
H -1.70800 -2.68550 -2.94300
H -1.13960 -1.17550 -2.19820
H -3.51360 -3.98100 -1.83150
H -5.59200 -3.87900 -0.48540
H -6.05030 -1.87620 0.87820
H -3.83990 1.04890 1.19890
H -4.96900 0.02120 2.08150
H -5.63100 1.55850 -0.46450
H -6.19950 1.91650 1.16740
H -6.72320 0.44230 0.35240
H -3.47730 1.49300 -1.45130
H -2.62820 4.13770 -1.84460
H -0.35320 5.41410 -1.15410
H 1.20030 3.55510 0.03270
```

Output
Relative energy (zero: lowest compared OMol25 entry of this formula, charge and spin) = 102.8 kJ/mol
Net charge = -1
Orbital gap = 6.700 eV
2S+1 = 1
HOMO energy = -4.34 eV

These are the Mulliken partial charges, in e, on atoms 1 to 4: number 1, Au, carries 0.8117; number 2, O, carries -0.7129; number 3, C, carries 0.0759; number 4, C, carries -0.6305

Here is C2H4O4 as an isolated structure in a non-equilibrium geometry from OMol25. Energies are from ωB97M-V/def2-TZVPD.

XYZ file:
```
10
Properties=species:S:1:pos:R:3
C -0.74152 -0.27135 0.32704
C 0.38007 0.96407 0.49703
O -0.69688 -0.52433 -0.98008
O 0.86831 -0.13546 -1.44621
O -0.38272 -1.31672 1.16367
O 0.11393 2.11042 0.37284
H 0.62465 0.35807 -2.24231
H 0.26984 -1.86522 0.70565
H -1.70438 0.15430 0.62585
H 1.26869 0.52624 0.97653
```

Output
Relative energy (zero: lowest compared OMol25 entry of this formula, charge and spin) = 496.9 kJ/mol
Orbital gap (alpha / beta) = 8.465 / 8.466 eV
2S+1 = 1
HOMO energy (alpha / beta) = -9.53 / -9.53 eV

These are the Mulliken partial charges, in e, on atoms 1 to 4: number 1, C, carries 0.1004; number 2, C, carries 0.2454; number 3, O, carries -0.2723; number 4, O, carries -0.3935

Here is a 2-piece molecular cluster, C4H14N4 overall in a non-equilibrium geometry from OMol25. Energies are from ωB97M-V/def2-TZVPD.

XYZ file:
```
22
Properties=species:S:1:pos:R:3
C -1.92065 0.39264 -0.07090
C -2.73165 -0.90395 -0.11934
N -1.06798 0.53339 1.10574
H -1.63382 0.49021 1.94789
H -0.41658 -0.25831 1.13479
H -2.59771 1.25270 -0.10324
H -1.27220 0.44210 -0.95037
H -3.39702 -0.97612 0.74197
H -2.06149 -1.76350 -0.10548
H -3.33648 -0.95001 -1.02447
C 1.64090 1.71999 -0.11445
N 2.25569 0.44432 0.27650
C 1.64446 -0.78881 -0.44318
N 1.13871 -1.44299 0.57102
N 1.86621 -0.78178 -1.69760
H 3.25514 0.44299 0.07349
H 1.93588 0.02758 1.24380
H 0.75155 -2.35240 0.34146
H 1.49130 -1.59624 -2.16997
H 1.67284 1.79736 -1.20074
H 2.17822 2.55284 0.33662
H 0.60467 1.71798 0.22645
```

Output
Relative energy (zero: lowest compared OMol25 entry of this formula, charge and spin) = 160.0 kJ/mol
Orbital gap = 9.024 eV
2S+1 = 1
HOMO energy = -8.15 eV

These are the Mulliken partial charges, in e, on atoms 1 to 4: number 1, C, carries -0.4004; number 2, C, carries -1.0734; number 3, N, carries -0.5322; number 4, H, carries 0.2624

Here is C3H3NO2 as an isolated structure in a non-equilibrium geometry from OMol25. Energies are from ωB97M-V/def2-TZVPD.

XYZ file:
```
9
Properties=species:S:1:pos:R:3
O -1.55729 -0.20467 -0.26981
C -0.29040 0.11139 0.17458
C 0.72334 -0.90048 -0.32622
O 0.36516 -1.85680 -0.97837
C 0.09039 1.49258 0.24481
N 0.43748 2.56360 0.53031
H -1.49267 -1.07344 -0.72687
H -0.04909 0.59065 1.41559
H 1.77308 -0.72283 -0.06402
```

Output
Relative energy (zero: lowest compared OMol25 entry of this formula, charge and spin) = 358.7 kJ/mol
Orbital gap = 10.105 eV
2S+1 = 1
HOMO energy = -10.32 eV

These are the Mulliken partial charges, in e, on atoms 1 to 4: number 1, O, carries -0.5423; number 2, C, carries 0.1929; number 3, C, carries 0.2577; number 4, O, carries -0.4994

Here is a 2-piece molecular cluster, CH3NO4P overall in a non-equilibrium geometry from OMol25. Energies are from ωB97M-V/def2-TZVPD.

XYZ file:
```
10
Properties=species:S:1:pos:R:3
C -1.85521 0.33900 -0.21167
N -2.48639 -0.02178 -1.12455
O -3.33363 -0.16478 -1.91259
O 1.43943 0.62439 -0.84439
O 0.90378 -1.44666 0.51786
O 1.12261 0.67418 1.51195
P 0.60545 0.00971 0.27178
H 1.97157 1.32724 -0.43369
H 0.99562 -2.07673 -0.22819
H 0.63678 0.73544 2.45349
```

Output
Relative energy (zero: lowest compared OMol25 entry of this formula, charge and spin) = 327.4 kJ/mol
Net charge = +1
Orbital gap (alpha / beta) = 7.973 / 7.188 eV
2S+1 = 1
HOMO energy (alpha / beta) = -14.86 / -14.27 eV

These are the Mulliken partial charges, in e, on atoms 1 to 4: number 1, C, carries -0.0705; number 2, N, carries 0.5319; number 3, O, carries -0.4087; number 4, O, carries -0.3621

Here is an isolated ion of composition C7H12N3 and charge +1 in a non-equilibrium geometry from OMol25. Energies are from ωB97M-V/def2-TZVPD.

XYZ file:
```
22
Properties=species:S:1:pos:R:3
C -2.89194 0.71543 -0.02083
C -1.40039 0.71131 0.05796
C -0.68220 1.85378 0.06228
N 0.73353 1.84557 0.05313
C 1.39869 0.77696 0.04598
C 2.85201 0.84155 -0.04943
N 0.68498 -0.51602 -0.11070
C 1.39087 -1.72879 0.06718
C -0.66447 -0.54375 0.01641
N -1.38672 -1.67259 -0.03261
H -3.21706 0.19289 -0.89320
H -3.43479 1.65110 -0.16076
H -3.23473 0.16618 0.83640
H -1.14219 2.73720 0.19629
H 3.07426 1.83194 0.43214
H 3.09088 1.14297 -1.09738
H 3.64412 0.22550 0.37446
H 1.41532 -2.26687 -0.89456
H 2.41808 -1.55109 0.22303
H 1.01731 -2.41646 0.81174
H -2.41266 -1.38866 0.00321
H -1.25291 -2.60817 0.07925
```

Output
Relative energy (zero: lowest compared OMol25 entry of this formula, charge and spin) = 154.4 kJ/mol
Net charge = +1
SMILES = Cc1cnc(C)n(C)c1=[NH2+]
Orbital gap = 9.820 eV
2S+1 = 1
HOMO energy = -13.74 eV

These are the Mulliken partial charges, in e, on atoms 1 to 4: number 1, C, carries -2.0552; number 2, C, carries 1.0829; number 3, C, carries -0.7232; number 4, N, carries -0.4686

Number 1: electronic energy -61766.91007 eV. Number 2: electronic energy -10324.25003 eV. Number 3: electronic energy -10334.14624 eV. Number 4: electronic energy -8741.41330 eV. Number 5: electronic energy -20042.86470 eV. Number 6: electronic energy -11916.94107 eV.